1.
12
Properties=species:S:1:pos:R:3:forces:R:3 method="wB97M-V/def2-TZVPD" de_lowest_kcal_mol=119.64 e_tot_ev=-7324.0964 e_homo_ev=-8.474 e_lumo_ev=-0.33 charge=0
C 0.624 0.133 1.397 0.05 0.05 0.09
C 1.233 0.564 0.071 0.22 0.36 0.25
O 0.858 -0.458 -0.879 -0.49 0.18 -0.19
C -0.065 0.121 -1.649 -0.35 -0.39 0.02
C -1.264 -0.648 -1.611 -0.62 -0.24 -0.19
C -2.411 -0.869 -1.277 0.42 -0.09 -0.32
H -0.382 -0.266 1.226 0.19 0.15 0.01
H 0.539 0.982 2.079 0.11 -0.04 0.00
H 1.216 -0.652 1.874 -0.05 0.10 -0.06
H 2.313 0.696 0.088 0.11 -0.22 0.06
H 0.762 1.472 -0.316 0.27 0.13 0.36
H -3.421 -1.075 -1.002 0.13 0.01 -0.04



2.
11
Properties=species:S:1:pos:R:3:forces:R:3 method="wB97M-V/def2-TZVPD" de_lowest_kcal_mol=74.77 e_tot_ev=-9699.5777 smiles="C1=CC2=NC=NC2=N1" e_homo_ev=-9.868 e_lumo_ev=-1.67 charge=0
C 0.759 -0.719 -1.614 1.99 1.01 1.01
C -0.562 -0.789 -1.298 3.63 2.27 1.68
C -0.684 0.079 0.033 -1.36 -2.94 -2.15
C -0.529 0.778 2.007 0.42 -0.07 -1.85
C 0.678 0.635 0.190 -0.01 -0.79 2.17
H 1.564 -1.306 -2.275 -2.59 1.47 1.23
H -1.127 -1.290 -1.992 -2.22 -1.21 -0.66
H -0.899 1.220 2.871 -0.83 0.01 1.81
N -1.426 0.013 1.090 1.98 1.03 -1.26
N 0.647 1.075 1.632 0.72 0.58 -1.93
N 1.579 0.306 -0.644 -1.73 -1.36 -0.06



3.
50
Properties=species:S:1:pos:R:3:forces:R:3 method="wB97M-V/def2-TZVPD" de_lowest_kcal_mol=56.52 e_tot_ev=-22679.0142 smiles="CC(C)=CCC/C(C)=C/CN(C[C@H](C)O)C[C@@H](C)O" e_homo_ev=-8.229 e_lumo_ev=0.76 charge=0
C -0.582 0.491 4.884 0.08 -0.13 -0.10
C 0.816 0.285 4.382 -0.18 -0.01 0.05
C 1.138 -0.764 3.635 0.18 0.00 0.03
C 2.492 -1.076 3.079 -0.08 -0.10 -0.03
H 2.933 -1.902 3.646 0.10 0.06 0.00
H 3.154 -0.217 3.178 0.10 0.02 0.05
C 2.395 -1.494 1.603 -0.05 0.11 0.09
C 1.750 -0.417 0.776 0.08 -0.24 -0.09
C 0.537 -0.586 0.263 0.06 0.18 -0.06
C -0.252 0.407 -0.536 0.00 -0.08 0.06
N -0.955 -0.278 -1.609 0.09 -0.02 0.00
C -2.108 0.438 -2.115 0.02 0.26 -0.08
H -2.727 0.696 -1.252 -0.02 0.02 -0.01
C -1.827 1.725 -2.933 -0.26 -0.01 0.61
C -2.933 2.756 -2.722 0.38 -0.12 -0.16
H -2.950 3.091 -1.689 -0.06 0.02 0.12
H -3.903 2.322 -2.965 -0.15 -0.04 0.01
H -2.766 3.618 -3.365 -0.02 0.06 -0.03
O -1.667 1.445 -4.316 0.03 -0.08 -0.51
H -2.538 1.244 -4.678 0.00 0.05 0.00
H -0.868 2.155 -2.626 -0.09 -0.05 0.00
H -2.678 -0.253 -2.743 -0.09 0.16 0.04
C -0.033 -0.758 -2.624 -0.18 -0.21 -0.19
H 0.839 -1.153 -2.096 0.02 0.02 -0.11
C -0.600 -1.891 -3.493 0.52 -0.26 0.33
C -1.208 -2.998 -2.640 0.05 0.32 -0.40
H -1.958 -2.579 -1.977 -0.08 -0.01 0.10
H -1.675 -3.736 -3.286 -0.01 -0.13 -0.05
H -0.434 -3.476 -2.047 0.08 -0.09 0.12
O -1.576 -1.443 -4.412 -0.24 0.15 -0.27
H -1.325 -0.553 -4.700 -0.03 -0.09 0.06
H 0.250 -2.305 -4.067 -0.11 0.07 0.17
H 0.316 0.055 -3.286 0.08 -0.03 0.05
H -1.004 0.859 0.120 0.00 0.08 -0.05
H 0.398 1.217 -0.905 -0.04 0.05 0.05
H 0.017 -1.522 0.412 -0.04 -0.20 0.09
C 2.542 0.852 0.622 -0.13 -0.02 -0.04
H 3.581 0.692 0.900 0.10 0.04 0.02
H 2.515 1.209 -0.406 0.02 0.09 -0.05
H 2.131 1.636 1.258 0.06 0.14 0.06
H 1.811 -2.413 1.529 0.01 -0.04 -0.02
H 3.401 -1.698 1.225 0.00 -0.06 -0.03
H 0.371 -1.483 3.380 -0.22 -0.07 0.01
C 1.806 1.336 4.804 0.04 -0.11 -0.08
H 2.332 1.748 3.944 0.10 0.09 -0.02
H 1.303 2.151 5.318 0.02 0.09 0.04
H 2.550 0.915 5.479 0.09 0.06 0.07
H -0.976 1.441 4.524 -0.08 0.10 0.03
H -0.591 0.520 5.974 -0.07 0.05 0.10
H -1.242 -0.306 4.552 -0.09 -0.05 0.00



4.
18
Properties=species:S:1:pos:R:3:forces:R:3 method="wB97M-V/def2-TZVPD" de_lowest_kcal_mol=90.80 e_tot_ev=-12515.5539 e_homo_ev=-9.481 e_lumo_ev=0.88 charge=0
C -3.564 -0.288 -0.180 8.35 9.77 -4.84
C -2.119 0.220 0.290 -0.32 -1.47 -1.48
C 0.238 -0.205 -0.139 -4.52 0.31 -0.72
C 1.028 -1.180 0.258 5.44 1.16 0.43
C 2.433 -0.996 0.400 0.45 -1.41 -0.37
C 2.851 0.309 0.129 6.13 -1.34 1.87
C 2.051 1.382 -0.216 -2.92 -7.30 1.24
C 0.669 1.035 -0.361 3.47 4.02 0.27
H -3.662 -0.129 -1.236 0.26 0.26 -0.67
H -3.594 -1.154 -0.058 -0.46 -13.64 2.14
H -4.255 0.171 0.238 -6.08 4.31 4.18
H 0.809 -2.121 0.255 -2.38 -5.42 0.34
H 3.338 -2.078 0.573 -3.33 3.92 -0.43
H 4.124 0.314 0.381 -3.77 0.92 -1.23
H 2.412 2.228 -0.526 1.84 4.91 -1.19
H 0.212 1.987 -0.469 -1.90 -0.10 -0.67
O -1.812 1.056 1.080 -0.53 -0.13 -0.10
O -1.157 -0.549 -0.421 0.27 1.23 1.24